BrFHOP | the ωB97M-V functional and the def2-TZVPD basis

```
5
BrFHOP the ωB97M-V functional and the def2-TZVPD basis
Br 2.127 0.552 -3.391
P 1.189 -0.871 -2.078
F -0.261 -0.870 -2.747
O 0.424 0.653 -0.192
H -0.032 0.057 0.400
```

Values from the calculation:
Energy (hartree): -3091.03058
E_HOMO (spin up / spin down) (eV): -9.70 / -10.03
Kohn-Sham gap (spin up / spin down) (Ha): 0.2938 / 0.3059